[1]
C7H9NO2 | ωB97M-V/def2-TZVPD

```
! wB97M-V def2-TZVPD RIJCOSX def2/J DEFGRID3
* xyz 0 1
C 2.830 0.636 -0.879
O 2.083 1.283 0.130
C 0.844 0.727 0.305
C 0.070 1.228 1.388
C -1.219 0.839 1.570
C -1.800 -0.162 0.814
O -3.068 -0.541 1.064
C -1.024 -0.711 -0.227
N -1.672 -1.732 -0.987
C 0.285 -0.258 -0.461
H 2.341 0.608 -1.922
H 3.770 1.232 -0.994
H 3.123 -0.366 -0.525
H 0.559 2.001 2.017
H -1.694 1.252 2.457
H -3.341 -1.158 0.362
H -1.633 -1.610 -1.987
H -1.276 -2.656 -0.793
H 0.821 -0.611 -1.329
*
```

SMILES string   COc1ccc(O)c(N)c1
Energy relative to the best compared isomer or geometry (same formula, charge and spin)   1.0821 eV

[2]
C37H46N6NaO8P | ωB97M-V/def2-TZVPD

```
! wB97M-V def2-TZVPD RIJCOSX def2/J DEFGRID3
* xyz -2 1
Na 0.510 -0.594 -0.077
C 4.970 -3.236 1.499
C 3.678 -2.805 0.813
N 2.907 -1.867 1.201
O 3.241 -1.073 2.276
C 3.311 -3.506 -0.396
C 3.686 -4.960 -0.598
N 2.674 -2.837 -1.307
O 2.365 -3.347 -2.432
H 5.317 -2.512 2.237
H 5.758 -3.368 0.762
H 4.816 -4.182 2.019
H 4.193 -1.115 2.472
H 4.614 -5.244 -0.108
H 3.777 -5.130 -1.671
H 2.886 -5.603 -0.230
O -1.650 -1.996 -2.171
C -1.812 -2.628 -1.127
O -1.156 -2.567 -0.068
C -3.064 -3.543 -1.062
C -4.133 -3.304 -1.914
C -5.302 -4.035 -1.804
C -5.409 -5.029 -0.846
C -4.337 -5.293 -0.008
C -3.177 -4.546 -0.108
H -4.020 -2.533 -2.662
H -6.137 -3.833 -2.464
H -6.328 -5.594 -0.750
H -4.418 -6.083 0.728
H -2.339 -4.722 0.550
C 0.601 -0.971 -5.872
C 0.250 -1.416 -4.455
P 0.866 -0.415 -3.014
C 0.265 1.265 -3.583
C 0.310 2.298 -2.467
C 2.654 -0.296 -3.540
C 3.540 0.113 -2.377
H 0.152 -1.650 -6.599
H 1.675 -0.977 -6.036
H 0.228 0.029 -6.085
H 0.636 -2.418 -4.269
H -0.831 -1.461 -4.332
H -0.772 1.127 -3.906
H 0.852 1.610 -4.443
H -0.298 1.969 -1.630
H -0.071 3.259 -2.817
H 1.322 2.444 -2.100
H 2.773 0.402 -4.378
H 2.930 -1.302 -3.862
H 3.266 1.098 -2.013
H 4.593 0.125 -2.668
H 3.398 -0.596 -1.566
O 1.424 4.713 2.970
C 2.137 4.703 1.837
C 2.756 5.878 1.401
C 3.568 5.875 0.284
C 3.758 4.706 -0.435
C 3.115 3.547 -0.029
C 2.301 3.521 1.091
C 1.566 2.244 1.512
O 1.037 2.286 2.665
O 1.514 1.308 0.717
H 1.146 3.706 3.063
H 2.602 6.779 1.977
H 4.071 6.786 -0.019
H 4.396 4.705 -1.310
H 3.250 2.630 -0.581
C -4.184 0.993 -0.473
C -2.884 0.358 0.001
N -3.040 -0.767 0.729
O -1.805 0.867 -0.205
H -4.875 1.092 0.362
H -4.635 0.365 -1.241
H -3.958 1.975 -0.880
H -3.915 -1.260 0.653
H -2.203 -1.356 0.792
C 0.255 -0.918 5.142
C 0.510 -1.260 3.820
N -0.141 -0.724 2.803
C -1.062 0.180 3.046
C -1.461 0.570 4.334
C -0.751 -0.008 5.397
C -2.636 1.361 4.617
C -3.362 2.240 3.887
C -3.100 2.957 2.667
C -1.839 3.188 2.101
C -1.772 4.050 1.028
N -2.848 4.653 0.512
C -3.993 4.347 1.100
N -4.189 3.561 2.132
H 0.819 -1.366 5.954
H 1.257 -1.994 3.563
H -1.559 0.584 2.185
H -0.996 0.256 6.419
H -3.053 1.124 5.595
H -4.318 2.535 4.310
H -0.953 2.736 2.506
H -0.824 4.295 0.567
H -4.879 4.830 0.693
*
```

[3]
C22H26N2O3S | ωB97M-V/def2-TZVPD

```
! wB97M-V def2-TZVPD RIJCOSX def2/J DEFGRID3
* xyz 0 1
C 0.486 -1.610 -5.577
C 0.928 -0.914 -4.325
C 2.154 -0.266 -4.273
C 2.548 0.391 -3.121
C 1.728 0.411 -2.009
C 0.500 -0.244 -2.044
N -0.285 -0.234 -0.881
C -1.707 -0.466 -0.942
C -2.477 0.248 0.179
O -3.642 -0.023 0.379
N -1.801 1.216 0.817
C -2.321 1.841 2.015
C -1.862 3.308 2.132
C -1.138 3.340 3.483
C -2.187 3.184 4.592
C -2.608 1.705 4.471
C -1.760 1.200 3.299
C -0.458 1.973 3.504
S 0.513 -0.761 0.513
O 1.260 0.343 1.048
O -0.462 -1.376 1.360
C 1.644 -1.999 -0.116
C 1.104 -3.156 -0.643
C 1.950 -4.107 -1.189
C 3.318 -3.888 -1.200
C 3.848 -2.729 -0.656
C 3.006 -1.774 -0.110
C 0.110 -0.904 -3.204
H 0.015 -0.894 -6.252
H -0.238 -2.391 -5.356
H 1.335 -2.050 -6.095
H 2.800 -0.274 -5.138
H 3.501 0.899 -3.089
H 2.021 0.927 -1.110
H -2.085 -0.073 -1.891
H -1.968 -1.529 -0.875
H -0.804 1.286 0.676
H -3.407 1.733 1.958
H -2.697 4.006 2.094
H -1.176 3.552 1.320
H -0.492 4.208 3.609
H -3.025 3.866 4.452
H -1.746 3.390 5.567
H -3.674 1.590 4.277
H -2.370 1.152 5.379
H -1.678 0.118 3.225
H 0.015 1.749 4.459
H 0.265 1.822 2.705
H 0.037 -3.304 -0.608
H 1.543 -5.016 -1.605
H 3.976 -4.628 -1.630
H 4.915 -2.567 -0.659
H 3.383 -0.862 0.325
H -0.836 -1.424 -3.238
*
```

SMILES string   Cc1cccc(N(CC(=O)N[C@@H]2C[C@H]3CC[C@@H]2C3)S(=O)(=O)c2ccccc2)c1
Energy relative to the best compared isomer or geometry (same formula, charge and spin)   1.2024 eV

Calculated gap between HOMO and LUMO (eV), listed in the same order as above: 8.63 5.09 9.14
Calculated HOMO energy (eV), listed in the same order as above: -7.87 -1.32 -8.81
Calculated LUMO energy (eV), listed in the same order as above: 0.76 3.77 0.33